(1)
Computed, not measured: a 2-piece molecular cluster, C33H65N4O4 overall in a non-equilibrium geometry, with ωB97M-V/def2-TZVPD.

Cartesian coordinates (Å):
C -7.25 -3.18 -2.70
C -6.28 -2.01 -2.42
C -5.34 -2.32 -1.25
C -3.96 -1.61 -1.36
C -3.43 -1.31 -0.01
N -2.55 -1.99 0.71
C -1.82 -3.22 0.36
C -1.19 -3.25 -1.04
C 0.22 -3.86 -1.05
C 0.44 -4.56 -2.40
C 1.25 -2.73 -0.87
C 2.72 -3.12 -1.21
C 3.31 -2.54 -2.47
C 4.37 -1.70 -2.46
C 5.62 -1.91 -3.28
C 4.37 -0.46 -1.61
C -2.41 -1.36 1.93
C -3.19 -0.26 1.93
C -3.35 0.73 3.04
C -2.19 0.68 4.04
N -0.93 0.99 3.38
C 0.25 0.46 4.09
C 0.46 0.93 5.54
C -0.81 2.40 3.09
C -0.70 2.72 1.62
O -0.81 3.25 3.94
N -3.82 -0.24 0.70
C -4.78 0.76 0.14
O -5.30 1.60 1.09
C -6.44 1.12 1.77
O -7.42 2.10 1.67
C -8.75 1.59 1.64
C -9.21 1.02 2.97
O -8.89 -0.36 3.13
H -8.26 -2.82 -2.90
H -6.91 -3.76 -3.55
H -7.33 -3.83 -1.83
H -6.89 -1.15 -2.12
H -5.73 -1.73 -3.32
H -5.20 -3.39 -1.10
H -5.83 -1.95 -0.34
H -3.31 -2.27 -1.93
H -4.07 -0.70 -1.95
H -1.02 -3.30 1.10
H -2.49 -4.07 0.52
H -1.85 -3.83 -1.69
H -1.17 -2.24 -1.46
H 0.36 -4.59 -0.25
H 0.72 -3.82 -3.16
H -0.46 -5.06 -2.74
H 1.23 -5.30 -2.31
H 0.98 -1.88 -1.49
H 1.23 -2.40 0.18
H 3.35 -2.77 -0.40
H 2.85 -4.21 -1.23
H 2.86 -2.85 -3.42
H 6.47 -1.70 -2.63
H 5.67 -1.23 -4.14
H 5.67 -2.93 -3.64
H 4.39 0.40 -2.28
H 3.45 -0.39 -1.02
H 5.23 -0.39 -0.93
H -1.74 -1.74 2.68
H -4.27 0.52 3.59
H -3.45 1.74 2.64
H -2.14 -0.32 4.47
H -2.44 1.38 4.85
H 0.16 -0.63 4.06
H 1.12 0.73 3.49
H -0.33 1.58 5.90
H 0.47 0.06 6.20
H 1.44 1.40 5.66
H 0.33 2.53 1.29
H -0.99 3.75 1.42
H -1.32 2.02 1.07
H -5.57 0.22 -0.38
H -4.23 1.36 -0.59
H -6.19 0.96 2.82
H -6.81 0.18 1.33
H -9.38 2.45 1.41
H -8.85 0.85 0.84
H -10.30 1.11 3.02
H -8.77 1.63 3.77
H -8.13 -0.43 3.71
C 7.70 1.69 0.16
C 8.42 2.89 -0.42
N 8.53 2.84 -1.87
C 9.42 3.85 -2.41
C 9.04 5.33 -2.24
C 7.27 2.66 -2.59
C 6.16 3.70 -2.38
H 8.18 0.76 -0.14
H 7.71 1.74 1.25
H 6.65 1.65 -0.15
H 9.43 2.91 -0.01
H 7.92 3.81 -0.06
H 9.58 3.64 -3.47
H 10.40 3.70 -1.94
H 8.25 5.63 -2.93
H 9.91 5.95 -2.47
H 8.73 5.56 -1.23
H 6.87 1.68 -2.32
H 7.50 2.59 -3.65
H 6.05 3.98 -1.33
H 5.21 3.29 -2.71
H 6.33 4.61 -2.95

The total energy comes out at -1816.04323 a.u. For the LUMO energy, the calculation gives -2.2 eV. As for the net charge: +1.


(2)
Computed, not measured: a 10-piece molecular cluster, C33H65NO12 overall in a non-equilibrium geometry, with ωB97M-V/def2-TZVPD.

Cartesian coordinates (Å):
C -0.30 -2.18 -0.01
C -0.18 -1.35 -1.19
O -0.77 -1.54 -2.25
N 0.79 -0.16 -1.17
H 1.00 0.00 -0.17
H 1.71 -0.45 -1.58
C 0.29 1.01 -2.01
H -1.41 -2.39 0.35
H 0.01 -1.85 0.90
H -0.05 -3.03 -0.15
H -0.73 1.28 -1.99
H 0.36 0.93 -3.04
H 1.08 1.89 -1.85
O 1.19 0.45 1.27
H 1.50 1.16 1.84
C 2.13 -6.18 -0.60
C 2.68 -5.50 0.68
C 4.15 -5.45 0.86
O 1.95 -4.31 0.95
H 2.25 -5.47 -1.43
H 1.08 -6.32 -0.60
H 2.52 -7.13 -1.09
H 2.17 -6.09 1.55
H 4.44 -4.73 1.60
H 4.54 -4.91 -0.02
H 4.70 -6.43 0.92
H 2.46 -3.97 1.70
C 2.76 -2.63 4.60
C 3.15 -1.76 3.47
C 4.62 -1.96 2.93
O 2.26 -1.90 2.37
H 1.79 -2.35 5.03
H 3.53 -2.74 5.42
H 2.52 -3.58 4.27
H 2.81 -0.68 3.71
H 5.04 -2.87 2.52
H 5.54 -1.72 3.66
H 4.72 -1.31 2.15
H 2.07 -1.02 1.87
C -0.06 4.99 1.58
C 0.52 3.71 1.85
C 0.39 3.35 3.32
O -0.22 2.74 0.97
H -1.12 4.98 1.59
H 0.41 5.44 0.58
H 0.04 5.80 2.20
H 1.46 3.61 1.41
H 1.31 3.47 3.86
H 0.33 2.36 3.11
H -0.53 3.70 3.94
H 0.36 1.94 1.06
C 4.10 0.87 -1.00
C 4.08 -0.36 -1.87
C 4.14 -1.61 -0.95
O 2.99 -0.51 -2.73
H 5.05 0.94 -0.90
H 3.51 0.71 -0.02
H 3.65 1.76 -1.71
H 5.10 -0.51 -2.48
H 3.39 -1.88 -0.41
H 4.95 -1.46 -0.10
H 4.41 -2.47 -1.48
H 2.87 0.02 -3.71
C -4.49 -1.72 0.21
C -5.47 -0.58 0.72
C -6.82 -0.53 -0.02
O -5.56 -0.64 2.15
H -4.49 -1.62 -0.80
H -5.02 -2.53 0.28
H -3.41 -1.59 0.59
H -5.15 0.56 0.41
H -7.36 -1.51 0.31
H -6.51 -0.33 -1.06
H -7.42 0.36 0.35
H -4.94 -0.13 2.45
C -0.96 0.59 5.21
C -0.65 -0.35 4.04
C -1.07 -1.79 4.27
O -1.01 0.08 2.79
H -0.80 1.65 4.90
H -0.46 0.15 6.15
H -2.03 0.78 5.16
H 0.55 -0.27 3.94
H -0.71 -2.42 3.64
H -2.13 -1.80 4.25
H -0.79 -2.20 5.26
H -0.12 0.04 2.54
C -2.54 0.85 -8.16
C -1.70 1.86 -7.37
C -0.91 1.41 -6.21
O -0.31 2.27 -5.52
C -0.93 -0.15 -6.01
C -1.62 -1.09 -6.86
C -2.56 -0.64 -7.87
O -3.12 -1.36 -8.55
H -3.42 1.08 -8.93
H -1.74 2.95 -7.27
H -0.04 -0.63 -5.31
H -1.43 -2.13 -6.89
C -3.79 6.78 -1.16
C -2.31 6.98 -1.61
C -1.39 5.72 -1.92
O -0.24 5.82 -2.17
C -1.98 4.40 -1.51
C -3.39 4.35 -1.12
C -4.33 5.46 -0.91
O -5.50 5.21 -0.77
H -4.22 7.75 -0.98
H -2.08 8.00 -1.66
H -1.24 3.43 -1.41
H -3.87 3.17 -1.14

As for the energy relative to the best compared isomer or geometry (same formula, charge and spin): 13.5010 eV. The total energy comes out at -2253.29221 a.u. For the LUMO energy, the calculation gives -2.2 eV. As for the net charge: 0.


(3)
Computed, not measured: a 3-piece molecular cluster, C33H66F3N2O12P2 overall in a non-equilibrium geometry, with ωB97M-V/def2-TZVPD.

Cartesian coordinates (Å):
C 2.93 5.26 -0.30
C 3.31 3.98 -0.81
N 3.92 2.87 0.03
C 2.90 1.77 0.12
C 3.45 0.29 -0.06
C 2.37 -0.71 -0.75
C 0.87 -0.41 -0.31
C -0.17 -1.53 -0.87
C -1.35 -0.90 -1.76
C -2.83 -1.33 -1.26
C -3.84 -0.73 -2.37
C -5.33 -0.52 -1.82
C -5.94 0.93 -2.19
C -7.53 0.81 -2.47
C -8.35 1.14 -1.14
C -9.91 1.15 -1.49
C -10.39 2.59 -2.02
C -10.82 3.53 -0.77
C -12.40 3.82 -0.76
C -13.26 2.72 0.02
C -12.84 2.53 1.55
O 4.70 0.12 -0.77
C 5.07 1.23 -1.58
O 4.20 1.46 -2.71
C 6.49 0.82 -2.24
C 7.02 1.88 -3.30
C 8.26 2.73 -2.83
F 8.40 4.04 -3.37
C 9.27 2.32 -1.94
F 9.87 1.08 -2.19
F 9.69 3.15 -0.89
C 5.22 2.50 -0.63
C 6.25 2.20 0.58
O 6.52 3.38 1.38
N 7.52 4.14 0.83
O 7.08 5.24 0.71
H 3.66 6.09 0.00
H 1.81 5.48 -0.23
H 3.15 3.73 -1.91
H 4.01 3.29 0.97
H 2.05 2.03 -0.60
H 2.42 1.83 1.16
H 3.60 -0.15 0.99
H 2.55 -0.71 -1.87
H 2.66 -1.75 -0.37
H 0.72 -0.33 0.81
H 0.55 0.56 -0.82
H -0.67 -2.03 0.02
H 0.37 -2.28 -1.53
H -1.22 -1.17 -2.87
H -1.35 0.24 -1.74
H -3.01 -0.73 -0.31
H -2.93 -2.45 -1.13
H -3.81 -1.39 -3.30
H -3.47 0.31 -2.71
H -5.98 -1.30 -2.36
H -5.38 -0.68 -0.69
H -5.84 1.58 -1.26
H -5.38 1.45 -3.02
H -7.79 -0.25 -2.82
H -7.77 1.50 -3.35
H -8.02 2.18 -0.80
H -8.13 0.36 -0.35
H -10.08 0.40 -2.34
H -10.53 0.86 -0.57
H -9.55 3.14 -2.55
H -11.24 2.43 -2.76
H -10.30 4.53 -0.90
H -10.44 3.00 0.16
H -12.75 3.78 -1.85
H -12.60 4.89 -0.41
H -14.35 3.06 0.03
H -13.22 1.72 -0.53
H -11.74 2.24 1.66
H -13.10 3.45 2.18
H -13.46 1.67 1.98
H 4.07 0.56 -3.10
H 6.26 -0.13 -2.82
H 7.26 0.52 -1.46
H 6.24 2.60 -3.69
H 7.37 1.27 -4.21
H 5.67 3.34 -1.26
H 5.68 1.46 1.26
H 7.24 1.80 0.22
C -0.05 -6.85 0.71
O 1.10 -6.01 0.58
P 2.09 -6.25 -0.65
O 1.44 -6.59 -1.94
O 3.14 -7.32 -0.11
C 2.70 -8.66 0.10
O 2.94 -4.90 -0.66
C 3.98 -4.77 -1.63
H -0.94 -6.29 0.41
H 0.03 -7.75 0.10
H -0.14 -7.14 1.76
H 2.00 -8.97 -0.68
H 2.23 -8.74 1.08
H 3.57 -9.32 0.07
H 3.69 -4.03 -2.37
H 4.18 -5.72 -2.13
H 4.88 -4.44 -1.12
C 3.05 -0.82 6.73
O 4.21 0.00 6.60
P 5.20 -0.25 5.37
O 4.54 -0.60 4.09
O 6.24 -1.33 5.92
C 5.79 -2.67 6.13
O 6.06 1.09 5.36
C 7.10 1.19 4.40
H 2.17 -0.26 6.43
H 3.12 -1.73 6.13
H 2.95 -1.11 7.78
H 5.09 -2.97 5.35
H 5.31 -2.74 7.11
H 6.65 -3.33 6.11
H 6.82 1.94 3.66
H 7.30 0.24 3.90
H 8.01 1.52 4.91

As for the energy relative to the best compared isomer or geometry (same formula, charge and spin): 7.7813 eV. The total energy comes out at -3291.13623 a.u. For the LUMO energy, the calculation gives -4.5 eV. As for the net charge: +1.


(4)
Computed, not measured: C33H66F4I3N2O8P2S as an isolated structure, with ωB97M-V/def2-TZVPD.

Cartesian coordinates (Å):
C -1.46 -3.39 5.29
C -2.66 -2.58 4.78
N -2.45 -1.86 3.52
C -2.42 -2.39 2.19
P -3.20 -4.10 2.27
S -3.53 -5.03 0.59
C -3.46 -1.68 1.21
O -4.54 -1.19 1.91
C -2.73 -0.76 0.17
C -3.41 -0.74 -1.25
C -4.77 -1.43 -1.49
C -4.73 -2.75 -2.25
O -6.06 -3.15 -2.50
C -6.37 -3.41 -3.85
C -2.54 0.73 0.59
I -0.69 1.74 0.40
C -3.52 1.62 0.82
C -3.29 3.07 1.20
I -5.58 1.37 0.42
N -1.45 -1.70 0.06
C -0.33 -1.42 -0.93
C -0.46 -1.96 -2.37
C -1.28 -3.22 -2.68
I 1.55 -2.14 -3.11
C -1.02 -2.18 1.48
P 0.12 -1.14 2.70
C -0.76 0.39 3.26
C 1.54 -0.45 1.73
C 2.24 0.62 2.59
C -0.14 -3.51 1.34
F -0.26 -4.12 2.52
F 1.15 -3.16 1.19
C -0.40 -4.60 0.22
F 0.60 -4.54 -0.67
F -0.38 -5.80 0.80
H -1.45 -3.37 6.38
H -0.53 -2.94 4.94
H -1.48 -4.44 4.99
H -3.57 -3.18 4.79
H -2.86 -1.79 5.51
H -2.79 -0.91 3.57
H -4.38 -3.71 2.91
H -2.50 -4.82 3.23
H -3.87 -2.47 0.57
H -4.32 -0.38 2.41
H -3.52 0.31 -1.50
H -2.70 -1.12 -1.99
H -5.33 -1.57 -0.56
H -5.38 -0.75 -2.09
H -4.23 -3.53 -1.67
H -4.18 -2.62 -3.20
H -7.44 -3.58 -3.92
H -6.10 -2.56 -4.49
H -5.84 -4.31 -4.22
H -2.76 3.60 0.41
H -4.22 3.58 1.38
H -2.68 3.13 2.12
H -1.91 -2.53 -0.35
H -0.19 -0.36 -0.99
H 0.57 -1.81 -0.46
H -0.82 -1.14 -3.00
H -2.04 -3.45 -1.93
H -0.65 -4.10 -2.79
H -1.81 -3.08 -3.62
H -1.69 0.61 2.75
H -0.96 0.25 4.32
H -0.11 1.26 3.13
H 2.24 -1.27 1.57
H 1.31 -0.04 0.75
H 1.75 1.60 2.53
H 2.34 0.32 3.63
H 3.26 0.77 2.21
H -1.34 -4.50 -0.30
C -0.78 2.21 -9.09
O 0.54 2.38 -8.62
C 0.67 3.12 -7.43
C 1.66 2.50 -6.47
O 1.24 1.27 -5.90
C 1.28 0.09 -6.69
C 2.67 -0.45 -6.95
O 3.40 0.36 -7.84
C 4.77 0.52 -7.52
H -1.13 3.10 -9.62
H -0.77 1.37 -9.78
H -1.47 1.99 -8.26
H -0.30 3.24 -6.94
H 1.05 4.13 -7.67
H 1.74 3.18 -5.62
H 2.65 2.42 -6.93
H 0.72 0.21 -7.62
H 0.77 -0.66 -6.08
H 2.54 -1.45 -7.40
H 3.20 -0.57 -6.00
H 4.91 0.67 -6.45
H 5.12 1.40 -8.05
H 5.36 -0.34 -7.84
C 4.84 6.22 3.34
O 4.42 5.60 4.53
C 3.18 4.92 4.45
C 3.22 3.57 5.14
O 4.02 2.59 4.50
C 5.43 2.70 4.54
C 6.05 2.44 5.89
O 5.78 3.47 6.82
C 5.51 3.03 8.13
H 4.33 7.18 3.18
H 5.91 6.40 3.42
H 4.66 5.59 2.47
H 2.87 4.79 3.41
H 2.41 5.52 4.96
H 2.20 3.17 5.09
H 3.48 3.68 6.19
H 5.77 3.66 4.14
H 5.78 1.91 3.87
H 7.14 2.37 5.74
H 5.71 1.47 6.27
H 4.87 2.14 8.14
H 4.99 3.84 8.65
H 6.43 2.80 8.68

The total energy comes out at -4381.34196 a.u. For the LUMO energy, the calculation gives -3.2 eV. As for the net charge: +1.